# 1
Computed, not measured: C7H15NO as an isolated structure, with wB97M-V/def2-TZVPD.

Last column: Mulliken charge in e.
Element x y z (Å)
O 1.1158 -2.1632 0.4400  -0.6689
N -0.3853 -1.4060 -1.2157  -0.7681
C -0.4166 -0.4837 -0.0955  -0.2926
C -0.2185 2.0726 -1.9212  -0.7995
C 0.2441 2.1319 -0.4184  -0.5415
C 0.2962 -1.1798 1.0159  1.3015
C 0.6208 0.5815 0.0547  0.2070
C 1.2864 0.0503 1.4613  -1.3235
C -0.7282 -1.5591 2.0076  -1.1764
H -2.1358 -1.8700 1.6227  0.1993
H -0.7255 2.2408 0.1809  0.2688
H 2.2884 -0.2069 2.0373  0.2931
H 0.8159 0.7072 2.2911  0.2596
H 0.9983 3.0144 -0.1655  0.2865
H 1.3074 0.3566 -0.8624  0.1283
H 0.5632 -1.1789 -2.1701  0.3094
H -1.0406 -0.4498 2.6166  0.2488
H -0.2541 -2.6569 2.7814  0.2479
H -1.6094 -0.0236 -0.2491  0.3745
H 0.5141 1.4790 -2.6925  0.2043
H 0.5315 -2.7867 -0.3592  0.4063
H -0.5534 3.1773 -2.3896  0.2660
H -1.4228 -1.3142 -1.9748  0.3216
H -1.0918 1.4672 -1.9955  0.2475

Forces on the atoms, in the same order (eV/Å):
O -1.5 -2.9 -1.6
N -1.2 0.4 -8.2
C -2.7 2.6 -2.5
C 1.4 1.6 -1.9
C -0.8 -0.7 1.4
C 0.2 -1.3 1.6
C 4.4 3.3 -4.0
C -2.9 0.2 1.0
C -3.8 -1.5 4.5
H 4.6 0.5 0.6
H 1.3 0.8 -0.7
H -1.4 0.5 -2.7
H 0.1 -1.2 -1.2
H -1.5 -2.3 -0.5
H -0.4 -0.1 1.8
H -3.5 -0.5 4.0
H 1.1 -3.7 -1.2
H -1.7 3.8 -2.1
H 3.3 -1.4 1.9
H -1.2 1.9 2.0
H 1.8 3.4 3.4
H 1.2 -3.0 1.3
H 4.2 -0.1 3.2
H -0.9 -0.4 0.1

Calculated values
lowest unoccupied orbital energy: 0.0212 Eh
energy relative to the best compared isomer or geometry (same formula, charge and spin): 265.0 kcal per mole
total charge: 0
HOMO: -9.038 eV
HOMO-LUMO gap: 9.6 eV

***

# 2
Computed, not measured: one molecule with the formula C7H15NO, with wB97M-V/def2-TZVPD.

Last column: Mulliken charge in e.
Element x y z (Å)
O 0.2600 1.9444 1.4372  -0.6135
N 0.1226 0.1654 -0.6331  -0.2585
C 1.5997 -0.6478 1.2448  -1.2276
C -1.1487 0.5649 -0.0065  1.4341
C 1.0858 -0.9313 -0.1420  0.7055
C -0.3680 1.7989 0.3885  -0.2285
C -1.6358 -0.2865 1.1535  -1.6469
C 2.2165 -0.9497 -1.1643  -1.6595
C -2.2308 0.8011 -1.0480  -1.7773
H -1.5944 -1.3455 0.9079  0.3166
H 0.5423 -1.8896 -0.1664  0.1256
H 0.0756 0.2086 -1.6401  0.2690
H -3.0867 1.2951 -0.5920  0.4144
H -1.8663 1.4338 -1.8567  0.4408
H -2.6662 -0.0287 1.3821  0.4415
H 2.5989 -1.0538 1.3889  0.3931
H 2.9219 -1.7415 -0.9195  0.4465
H 0.9447 -1.0352 2.0163  0.2905
H 1.8402 -1.1271 -2.1714  0.4391
H -0.3344 2.5709 -0.4005  0.3469
H -2.5607 -0.1489 -1.4687  0.3689
H 1.5812 0.4893 1.3998  0.2778
H 2.7439 0.0020 -1.1501  0.3459
H -1.0415 -0.0889 2.0403  0.3556

Forces on the atoms, in the same order (eV/Å):
O -1.2 0.2 -0.9
N 1.0 -1.8 -0.4
C -0.1 2.0 0.5
C 0.4 0.2 0.3
C -1.3 0.8 -1.1
C 0.2 0.9 1.6
C 0.2 0.1 -0.1
C -0.2 -0.1 0.2
C 0.3 0.0 0.2
H 0.0 -0.1 0.0
H 0.2 0.1 -0.1
H 0.0 -0.2 0.0
H -0.1 0.0 0.0
H 0.0 0.0 -0.1
H -0.1 0.0 0.0
H 0.0 0.0 0.0
H 0.0 0.0 0.0
H 0.0 -0.2 0.1
H 0.0 0.0 -0.1
H 0.1 0.0 -0.1
H 0.0 0.0 0.0
H 0.5 -1.9 -0.1
H 0.0 0.1 0.0
H 0.1 -0.1 0.1

Calculated values
lowest unoccupied orbital energy: 0.0305 Eh
energy relative to the best compared isomer or geometry (same formula, charge and spin): 41.8 kcal per mole
total charge: 0
HOMO: -8.625 eV
HOMO-LUMO gap: 9.5 eV
SMILES: CC(C)NC(C)(C)C=O

***

# 3
Computed, not measured: one molecule with the formula C7H15NO, with wB97M-V/def2-TZVPD.

Last column: Mulliken charge in e.
Element x y z (Å)
O -0.7085 -0.5931 0.3429  -0.3085
N -0.0891 1.2465 1.9291  -0.7192
C -0.1970 1.4952 -0.8276  0.7020
C -0.1400 -1.8043 0.9667  0.5461
C -0.3102 0.8077 0.8626  -0.0078
C 1.2129 2.0740 -0.8749  -1.4129
C -0.8500 -2.9871 0.3388  -1.3985
C 1.3688 -1.8245 0.7963  -1.3309
C -1.2924 2.5592 -0.8346  -1.4761
H 1.8142 -0.9277 1.2257  0.3706
H 1.3494 2.7046 -1.7577  0.4189
H -1.2155 3.1950 -1.7205  0.4248
H -0.3308 0.9201 -1.7758  0.3857
H 1.9708 1.2881 -0.8946  0.3202
H 1.3846 2.6822 0.0139  0.3512
H -0.4380 0.0212 -0.6434  0.3506
H -1.9295 -2.9012 0.4601  0.3575
H -0.6178 -3.0588 -0.7260  0.3383
H -1.1926 3.1888 0.0506  0.3489
H -2.2871 2.1104 -0.8179  0.3360
H 1.6373 -1.8870 -0.2609  0.3040
H -0.4012 -1.7042 2.0201  0.2806
H 1.7848 -2.6944 1.3070  0.4202
H -0.5232 -3.9104 0.8201  0.3982

Forces on the atoms, in the same order (eV/Å):
O 0.1 0.4 -1.1
N 0.0 0.0 0.1
C 0.1 0.7 1.3
C 0.1 0.1 -0.3
C 0.2 0.7 -1.5
C -0.1 0.0 0.0
C 0.0 0.0 0.1
C -0.1 0.0 0.0
C 0.1 0.0 -0.1
H 0.0 0.0 0.0
H 0.0 0.0 0.0
H 0.0 0.0 0.0
H -0.1 -0.3 0.3
H 0.0 0.0 0.0
H 0.0 0.0 0.0
H -0.3 -1.6 1.3
H 0.0 0.0 0.0
H 0.0 0.0 0.0
H 0.0 -0.1 0.0
H 0.0 0.0 0.0
H 0.0 0.0 0.0
H 0.0 0.1 -0.1
H 0.0 0.0 0.0
H 0.0 0.0 0.0

Calculated values
lowest unoccupied orbital energy: 0.0250 Eh
energy relative to the best compared isomer or geometry (same formula, charge and spin): 122.7 kcal per mole
total charge: 0
HOMO: -8.188 eV
HOMO-LUMO gap: 8.9 eV

***

# 4
Computed, not measured: C7H15O11Tl as an isolated structure, with wB97M-V/def2-TZVPD.

Last column: Mulliken charge in e.
Element x y z (Å)
Tl 0.4255 1.9223 0.7829  1.0705
O 3.5820 4.3276 2.6485  -0.4558
O -0.5361 -3.0077 0.6479  -0.3489
O -3.1541 -0.0575 -2.2199  -0.3365
O 1.5417 -2.9169 -0.2186  -0.3227
O 0.6015 -0.9574 0.5882  -0.4179
O 1.5242 3.8487 2.7939  -0.5258
O 3.2687 2.0542 0.6930  -0.4528
O -1.1123 0.4990 -1.3595  -0.4110
O -1.4343 -0.8727 -3.2323  -0.3348
O -2.0623 0.9560 1.7005  -0.7080
O 2.8717 4.2492 4.6093  -0.4136
C 0.5481 -2.1716 0.3413  0.6428
C 2.8264 -2.2773 -0.5325  -0.6476
C -3.9168 0.6702 -1.2539  -0.4149
C -1.8523 -0.0859 -2.1856  0.6789
C -0.0219 -0.9873 -3.4244  -0.4423
C -1.8068 -2.4035 1.1124  -0.3854
C 2.6033 4.1495 3.3298  0.7576
H 0.4154 -0.0167 -3.6587  0.2973
H -3.8370 1.7396 -1.4491  0.2895
H 0.0041 -1.6625 -4.2796  0.2480
H -1.8567 -2.3442 2.1997  0.3002
H -2.6430 -3.0346 0.8116  0.2954
H -4.9385 0.2991 -1.1732  0.2819
H -2.0318 -1.4455 0.6437  0.0174
H -3.5741 0.5289 -0.2288  0.0675
H 3.6913 4.7276 4.4643  0.3230
H -2.9260 0.6896 2.0715  0.1781
H 0.4882 -1.5640 -2.6528  0.0916
H 3.3834 -1.9800 0.3561  0.3067
H 2.7349 -1.3004 -1.0072  0.2577
H 3.3456 -2.9525 -1.2126  0.2724
H 3.8483 1.3766 0.2938  0.2415

Forces on the atoms, in the same order (eV/Å):
Tl -0.1 -0.4 0.4
O 3.0 0.6 -3.4
O 1.2 1.5 -0.7
O -1.0 -0.5 -0.2
O -0.6 0.9 0.4
O 0.1 -2.9 -0.7
O -0.6 -0.3 0.3
O -0.8 0.2 0.3
O -1.7 -1.5 -2.5
O -0.4 1.1 1.7
O 0.3 -0.7 -0.5
O -1.3 0.3 1.6
C -0.9 1.1 1.1
C -0.7 0.7 0.2
C 0.4 0.4 1.3
C 2.5 0.9 1.2
C -0.3 -0.8 -0.7
C 0.2 0.0 -0.4
C -2.1 -1.3 -0.3
H 0.1 -0.2 0.2
H -0.3 -0.1 -0.2
H 0.3 0.4 -0.3
H 0.5 0.2 -0.1
H 0.5 -0.6 -0.2
H 0.1 0.0 -1.1
H 0.7 0.3 0.2
H 0.8 0.0 -0.1
H 1.0 0.2 1.2
H 0.5 0.8 0.2
H -0.1 0.6 0.5
H 0.0 -0.9 0.3
H -0.7 -0.1 -0.4
H -0.1 0.0 0.5
H -0.3 0.1 0.1

Calculated values
lowest unoccupied orbital energy: -0.2004 Eh
energy relative to the best compared isomer or geometry (same formula, charge and spin): 46.4 kcal per mole
total charge: 0
HOMO: -8.399 eV
HOMO-LUMO gap: 2.9 eV